Record 1
A molecular structure, C30H33F3N8O5RhS, computed with ωB97M-V with the def2-TZVPD basis set.

Output
Strongest force on any atom, eV Å⁻¹: 0.21
LUMO energy (alpha / beta), eV: -1.965 / -4.980
Multiplicity: 5
HOMO level (alpha / beta), Ha: -0.367 / -0.397
Energy above the lowest of the compared OMol25 structures with the same formula, charge and spin, eV: 0.024
Net charge: +1
Gap between HOMO and LUMO (alpha / beta), eV: 8.03 / 5.82

The geometry in XYZ format:
```
81
Properties=species:S:1:pos:R:3:mulliken_spin:R:1
Rh 0.664 0.935 1.150 2.93
S 1.691 -0.532 3.071 0.28
F -3.695 2.254 3.324 0.00
F -3.316 0.172 3.780 0.00
F -2.847 1.692 5.239 0.00
O -0.845 2.642 3.626 0.00
O -1.491 1.466 -2.363 0.00
O -1.085 0.691 2.518 0.09
O -0.407 -2.451 -3.593 0.00
O 3.207 -2.912 -1.836 0.00
N 2.594 2.025 3.432 -0.02
N 1.064 -1.975 -0.589 0.04
N 1.647 2.567 2.564 0.10
N -0.525 2.806 0.503 0.05
N 3.658 0.615 4.578 0.01
N -0.562 -0.360 -0.174 0.17
N 4.193 1.827 4.912 0.00
N -1.143 -2.496 -0.928 0.00
C -2.300 0.857 -1.456 0.01
C -3.731 4.122 0.443 0.00
C 3.196 -2.897 -3.271 0.00
C 3.712 4.153 4.214 0.00
C -0.173 1.014 -2.659 0.00
C -1.340 3.571 0.758 0.01
C 3.526 2.684 4.214 0.00
C -2.401 4.509 1.099 0.00
C -0.180 -4.835 -3.637 0.00
C -2.900 -0.421 0.499 0.01
C 2.202 -1.156 -0.598 -0.29
C -0.226 -1.572 -0.551 0.04
C 2.669 0.692 3.684 -0.04
C -4.234 -0.102 0.337 -0.01
C 4.570 0.290 -0.670 0.01
C -0.225 -6.050 -2.965 0.00
C 3.470 0.788 0.006 -0.26
C -0.829 -3.711 -1.606 0.00
C -0.482 -3.667 -2.959 0.00
C -0.865 -4.927 -0.939 0.00
C -3.653 1.161 -1.617 -0.01
C -0.567 -6.097 -1.622 0.00
C -1.919 0.029 -0.390 0.01
C -4.611 0.691 -0.741 0.01
C -1.434 1.598 3.314 -0.03
C 2.271 0.071 0.044 0.79
C 3.320 -1.668 -1.269 0.03
C 4.498 -0.949 -1.300 0.03
C -1.653 -2.035 -4.168 0.00
C -2.840 1.406 3.940 0.01
H 2.034 3.374 2.088 0.00
H -1.438 -1.178 -4.801 0.00
H 5.495 0.853 -0.694 0.00
H 0.010 -6.963 -3.494 0.00
H 2.786 4.661 4.487 0.00
H -2.576 -1.015 1.345 0.00
H 4.481 4.403 4.939 0.00
H -3.922 1.786 -2.459 0.00
H 3.998 -0.226 5.012 0.00
H -2.482 4.502 2.188 0.00
H 0.083 1.485 -3.606 0.00
H -2.085 -2.836 -4.769 0.00
H 4.109 -2.443 -3.659 0.00
H -4.969 -0.461 1.046 0.00
H 5.358 -1.365 -1.809 0.00
H -0.597 -7.046 -1.103 0.00
H -2.111 -2.234 -0.817 0.00
H -4.031 3.121 0.746 0.00
H 2.326 -2.351 -3.642 0.00
H 0.761 2.787 3.078 -0.01
H -2.082 5.506 0.793 0.00
H 1.235 -2.904 -0.951 -0.01
H 0.087 -4.780 -4.684 0.00
H -2.361 -1.745 -3.387 0.00
H 3.143 -3.935 -3.590 0.00
H 0.542 1.329 -1.901 0.01
H 4.030 4.512 3.234 0.00
H -4.499 4.828 0.752 0.00
H -1.126 -4.944 0.112 0.00
H -0.129 -0.068 -2.776 -0.01
H 3.560 1.744 0.512 0.01
H -5.651 0.947 -0.897 0.00
H -3.649 4.144 -0.643 0.00
```



Record 2
C3H3ClN2OS in the gas phase in a non-equilibrium geometry, computed with ωB97M-V with the def2-TZVPD basis set.

Output
Strongest force on any atom, eV Å⁻¹: 1.80
LUMO energy, eV: 0.529
HOMO level, Ha: -0.291
Energy above the lowest of the compared OMol25 structures with the same formula, charge and spin, eV: 0.437
SMILES: [H]/N=c1/[nH]c(Cl)c(S)o1
Gap between HOMO and LUMO, eV: 8.46

The geometry in XYZ format:
```
11
Properties=species:S:1:pos:R:3:nbo_charge:R:1
Cl 2.316 -1.898 -0.005 0.07
S 2.196 1.740 -0.015 0.04
O -0.377 0.922 0.015 -0.47
N -0.343 -1.295 -0.015 -0.61
N -2.459 -0.216 -0.010 -0.75
C 0.971 -0.856 -0.044 0.01
C -1.188 -0.215 -0.032 0.67
C 0.946 0.495 0.036 0.07
H 1.358 2.830 -0.014 0.17
H -2.782 0.742 -0.026 0.36
H -0.639 -2.248 0.109 0.44
```



Record 3
8 unconnected molecules or ions with the total composition C30H36Br2O23, computed with ωB97M-V with the def2-TZVPD basis set.

Output
Strongest force on any atom, eV Å⁻¹: 0.58
LUMO energy, eV: -2.105
HOMO level, Ha: -0.357
SMILES: C[C@H](Br)[C@@H](Br)C1=CC(=O)C=CC1=O.O=C1OCCO1.O=C1OCCO1.O=C1OCCO1.O=C1OCCO1.O=C1OCCO1.O=C1OCCO1.O=C1OCCO1
Gap between HOMO and LUMO, eV: 7.62

The geometry in XYZ format:
```
91
Properties=species:S:1:pos:R:3:mulliken_charge:R:1
Br -2.347 1.278 -3.157 -0.04
Br 0.256 -0.015 -1.197 -0.11
O 10.219 5.634 7.269 -0.53
O 3.992 5.293 7.156 -0.31
O -4.325 -7.141 -2.204 -0.36
O -2.389 -8.284 -2.368 -0.52
O 2.169 0.901 1.403 -0.31
O 0.919 -0.905 1.887 -0.51
O 8.749 5.993 5.600 -0.34
O -3.588 -7.772 -4.206 -0.35
O 6.131 2.203 2.953 -0.19
O 1.800 0.364 3.529 -0.39
O -0.872 -4.319 -9.431 -0.51
O 7.571 1.000 1.760 -0.37
O -0.995 -4.874 -7.249 -0.34
O 4.950 4.279 5.387 -0.47
O -10.141 1.818 -4.300 -0.52
O -5.599 -3.224 -3.966 -0.60
O -8.196 2.723 -3.609 -0.36
O -4.984 0.901 -0.985 -0.60
O 3.417 3.211 6.636 -0.30
O 5.499 0.199 2.162 -0.49
O 8.395 6.918 7.592 -0.34
O -8.186 0.751 -4.641 -0.35
O -1.724 -6.305 -8.790 -0.34
C -5.163 -6.479 -3.158 0.08
C 7.392 2.867 3.089 -0.10
C -1.724 -7.028 -7.555 -0.26
C -3.990 -1.914 -2.844 0.00
C 6.324 1.046 2.274 0.55
C 2.793 1.400 3.553 0.23
C 2.653 2.006 2.173 -0.32
C -4.999 -0.248 -1.366 0.25
C 2.803 3.475 7.904 -0.32
C -6.815 1.147 -4.543 -0.04
C -1.166 -5.088 -8.578 0.60
C -6.200 -1.104 -1.211 -0.38
C -3.806 -0.848 -2.052 0.06
C -4.919 -7.286 -4.416 -0.34
C 7.435 7.511 6.712 -0.31
C -1.414 -2.301 -0.988 -1.16
C -3.340 -7.785 -2.870 0.64
C 4.194 4.262 6.306 0.60
C 8.178 2.287 1.927 -0.39
C -1.264 -1.047 -1.856 0.08
C -6.866 2.211 -3.465 -0.06
C -5.336 -2.507 -3.017 0.23
C -1.673 -5.910 -6.534 -0.02
C 1.569 0.024 2.241 0.64
C 2.848 4.990 7.968 -0.35
C -8.960 1.772 -4.195 0.63
C 7.422 6.536 5.551 0.15
C 9.223 6.132 6.860 0.63
C -2.498 -0.147 -1.826 -0.83
C -6.358 -2.175 -1.993 -0.51
H 3.404 3.006 8.684 0.24
H 3.771 0.948 3.703 0.09
H 7.789 8.503 6.425 0.26
H 1.798 3.064 7.925 0.33
H -6.938 -0.813 -0.470 0.44
H -1.007 -1.316 -2.880 0.41
H 7.821 2.607 4.058 0.22
H 7.254 3.943 3.034 0.17
H -4.833 -5.446 -3.265 -0.13
H -1.120 -6.170 -5.635 0.28
H -2.160 -2.175 -0.200 0.29
H -4.965 -6.690 -5.324 0.32
H -2.533 0.366 -0.865 0.70
H -0.468 -2.579 -0.528 0.45
H -6.197 -6.494 -2.823 0.36
H 8.042 2.857 1.007 0.27
H 1.907 2.804 2.139 0.35
H -2.667 -5.552 -6.256 0.09
H -6.492 1.542 -5.508 0.29
H 2.989 5.382 8.972 0.31
H 2.590 2.104 4.355 0.09
H -6.757 1.796 -2.463 0.11
H -2.614 -7.646 -7.481 0.24
H 7.248 7.010 4.589 0.32
H -3.163 -2.350 -3.397 0.59
H -6.196 0.291 -4.283 -0.02
H 9.239 2.174 2.131 0.31
H -6.139 3.006 -3.602 0.30
H 6.474 7.600 7.211 0.26
H 6.704 5.731 5.691 -0.08
H 1.970 5.454 7.516 0.27
H -1.739 -3.144 -1.605 0.32
H 3.592 2.369 1.765 0.14
H -0.839 -7.664 -7.519 0.26
H -7.236 -2.807 -1.914 0.46
H -5.593 -8.139 -4.508 0.25
```



Question: Which of these has the lowest strongest force on any atom?
Answer: C30H33F3N8O5RhS



Question: The highest strongest force on any atom belongs to which entry?
Answer: C3H3ClN2OS



Question: Number 3 is which compound?
Answer: C30H36Br2O23



Copy entry 2 word for word.
C3H3ClN2OS in the gas phase in a non-equilibrium geometry, computed with ωB97M-V with the def2-TZVPD basis set.

Output
Strongest force on any atom, eV Å⁻¹: 1.80
LUMO energy, eV: 0.529
HOMO level, Ha: -0.291
Energy above the lowest of the compared OMol25 structures with the same formula, charge and spin, eV: 0.437
SMILES: [H]/N=c1/[nH]c(Cl)c(S)o1
Gap between HOMO and LUMO, eV: 8.46

The geometry in XYZ format:
```
11
Properties=species:S:1:pos:R:3:nbo_charge:R:1
Cl 2.316 -1.898 -0.005 0.07
S 2.196 1.740 -0.015 0.04
O -0.377 0.922 0.015 -0.47
N -0.343 -1.295 -0.015 -0.61
N -2.459 -0.216 -0.010 -0.75
C 0.971 -0.856 -0.044 0.01
C -1.188 -0.215 -0.032 0.67
C 0.946 0.495 0.036 0.07
H 1.358 2.830 -0.014 0.17
H -2.782 0.742 -0.026 0.36
H -0.639 -2.248 0.109 0.44
```